ORCA calculation (ωB97M-V/def2-TZVPD) on the molecule C21H22ClN3O2.

Cartesian coordinates (Å):
C -0.413 -0.467 4.265
C -0.200 -0.665 2.769
C -0.023 -2.142 2.417
C 0.227 -2.368 0.929
N -0.970 -2.152 0.148
C -1.291 -2.911 -0.922
O -0.653 -3.883 -1.262
C -2.513 -2.414 -1.683
C -2.091 -1.329 -2.684
N -1.533 -0.169 -2.015
N -0.211 -0.160 -1.907
C 0.407 0.791 -1.284
C 1.859 0.616 -1.143
C 2.601 0.102 -2.204
C 3.960 -0.108 -2.079
C 4.587 0.188 -0.878
Cl 6.288 -0.066 -0.715
C 3.863 0.677 0.197
C 2.504 0.888 0.062
C -0.305 1.933 -0.756
C 0.310 3.088 -0.255
C -0.454 4.132 0.215
C -1.846 4.063 0.194
C -2.470 2.956 -0.332
C -1.710 1.892 -0.822
C -2.388 0.750 -1.437
O -3.596 0.589 -1.474
H -0.532 0.589 4.498
H -1.304 -0.994 4.596
H 0.438 -0.849 4.823
H -1.055 -0.248 2.230
H 0.690 -0.117 2.453
H -0.908 -2.703 2.722
H 0.830 -2.536 2.973
H 0.534 -3.398 0.736
H 1.026 -1.701 0.577
H -1.529 -1.345 0.373
H -2.939 -3.249 -2.238
H -3.266 -2.009 -1.006
H -1.322 -1.718 -3.353
H -2.964 -0.999 -3.252
H 2.096 -0.131 -3.128
H 4.532 -0.500 -2.904
H 4.358 0.884 1.133
H 1.937 1.241 0.911
H 1.386 3.163 -0.262
H 0.030 5.018 0.598
H -2.431 4.888 0.572
H -3.545 2.882 -0.394

The molar mass comes out at 383.9 g mol⁻¹. The calculation puts the energy above the lowest of the compared OMol25 structures with the same formula, charge and spin at 0.154 eV. For the highest occupied orbital energy, the calculation gives -8.566 eV. The charge is 0. For the LUMO energy, the calculation gives 0.0 eV.

Mulliken atomic charge list, values in e, 4 entries: -1.56, 0.50, -0.84, -0.54

=====

ORCA calculation (ωB97M-V/def2-TZVPD) on the molecule C21H22ClN3O4.

Cartesian coordinates (Å):
C -2.892 4.555 0.645
C -2.363 4.341 -0.775
C -0.871 4.204 -0.763
C -0.028 5.288 -0.989
C 1.343 5.113 -0.932
C 1.842 3.847 -0.645
C 3.331 3.579 -0.602
N 3.601 2.208 -0.237
C 3.422 1.855 1.150
C 3.595 1.291 -1.233
O 3.734 1.570 -2.406
C 3.306 -0.104 -0.792
C 1.974 -0.564 -0.608
C 2.134 -1.875 -0.276
C 1.127 -2.923 0.058
O -0.080 -2.244 0.305
C -1.207 -2.964 0.562
C -1.286 -4.348 0.669
C -2.491 -4.966 0.937
C -3.657 -4.223 1.109
O -4.789 -4.929 1.370
C -5.995 -4.224 1.548
C -3.594 -2.837 1.006
C -2.382 -2.229 0.736
Cl -2.303 -0.514 0.607
O 3.443 -2.178 -0.258
N 4.158 -1.069 -0.585
N 1.044 2.812 -0.421
C -0.263 2.987 -0.479
H -2.461 5.455 1.080
H -2.631 3.709 1.277
H -3.974 4.659 0.634
H -2.652 5.187 -1.402
H -2.810 3.435 -1.190
H -0.445 6.260 -1.214
H 2.017 5.936 -1.111
H 3.750 3.742 -1.600
H 3.822 4.257 0.103
H 3.894 2.619 1.768
H 3.903 0.901 1.354
H 2.361 1.793 1.410
H 1.073 0.001 -0.705
H 1.458 -3.490 0.940
H 1.020 -3.622 -0.787
H -0.404 -4.956 0.544
H -2.549 -6.039 1.019
H -5.938 -3.540 2.401
H -6.751 -4.982 1.744
H -6.269 -3.664 0.648
H -4.465 -2.215 1.129
H -0.860 2.104 -0.286

The molar mass comes out at 415.9 g mol⁻¹. The calculation puts the energy above the lowest of the compared OMol25 structures with the same formula, charge and spin at 4.011 eV. For the highest occupied orbital energy, the calculation gives -8.360 eV. The charge is 0. For the LUMO energy, the calculation gives 0.6 eV.

Mulliken atomic charge list, values in e, 4 entries: -1.05, -0.90, 0.48, -0.38

=====

ORCA calculation (ωB97M-V/def2-TZVPD) on C21H22ClN4O2V as an isolated structure.

Cartesian coordinates (Å):
V -0.121 -0.201 0.292
Cl -6.313 -2.287 -2.855
C -4.979 -1.580 -2.033
C -4.952 -0.209 -1.804
C -3.873 0.384 -1.161
C -2.836 -0.406 -0.762
O -1.683 0.107 -0.199
C -2.857 -1.781 -0.943
C -1.776 -2.610 -0.452
N -0.685 -2.185 0.093
C 0.295 -3.124 0.593
C 0.298 -4.474 0.418
C 1.309 -5.269 1.002
C 2.284 -4.704 1.769
C 2.310 -3.302 1.952
C 3.284 -2.637 2.731
C 3.270 -1.274 2.823
C 2.287 -0.559 2.143
N 1.339 -1.140 1.419
C 1.331 -2.518 1.333
C -3.942 -2.371 -1.593
H -5.787 0.399 -2.132
H -3.858 1.449 -0.966
H -1.938 -3.681 -0.530
H -0.461 -4.969 -0.174
H 1.299 -6.337 0.835
H 3.048 -5.314 2.235
H 4.033 -3.221 3.257
H 4.004 -0.739 3.408
H 2.269 0.519 2.181
H -3.969 -3.443 -1.760
C 2.104 4.727 -0.344
N 1.628 3.507 0.329
C 2.211 3.249 1.651
C 0.863 2.605 -0.251
O 0.873 1.383 0.214
N 0.091 2.898 -1.298
C -0.665 4.152 -1.403
C -0.182 1.902 -2.332
H 3.181 4.791 -0.201
H 1.645 5.616 0.084
H 1.898 4.682 -1.407
H 2.371 4.202 2.148
H 3.171 2.739 1.557
H 1.531 2.659 2.256
H -0.377 4.852 -0.625
H -1.728 3.935 -1.289
H -0.508 4.613 -2.378
H 0.425 1.021 -2.179
H 0.076 2.319 -3.303
H -1.237 1.624 -2.347

The molar mass comes out at 448.8 g mol⁻¹. For the highest occupied orbital energy (alpha / beta), the calculation gives -14.345 / -14.383 eV. The spin multiplicity is 3. The charge is +2. For the LUMO energy (alpha / beta), the calculation gives -6.9 / -6.8 eV.

Mulliken atomic charge list, values in e, 4 entries: 1.53, -0.15, 0.01, -0.52

=====

ORCA calculation (ωB97M-V/def2-TZVPD) on a 2-piece molecular cluster, C21H22F3NO3S overall.

Cartesian coordinates (Å):
C 4.097 -1.452 4.167
C 4.415 -1.210 2.843
C 3.531 -0.319 1.940
C 3.922 -0.037 0.553
C 3.045 0.850 -0.212
C 1.849 1.408 0.395
C 1.413 1.136 1.788
C 2.302 0.242 2.551
N 0.207 1.706 2.354
C -1.036 1.032 1.871
C -0.970 -0.541 1.910
C -0.905 -1.183 0.458
O -1.949 -2.183 0.369
C 0.115 3.138 2.120
C -0.228 4.096 3.186
C -0.334 5.543 2.938
C -0.099 6.130 1.612
C 0.250 5.183 0.538
C 0.337 3.751 0.783
S 0.773 2.560 -0.542
H 4.219 -2.513 4.506
H 3.694 -0.645 4.831
H 5.343 -1.673 2.409
H 4.841 -0.421 0.063
H 3.269 1.153 -1.263
H 2.040 0.019 3.612
H -1.344 1.439 0.866
H -1.857 1.343 2.583
H -0.151 -0.938 2.567
H -1.937 -0.914 2.356
H 0.093 -1.659 0.246
H -1.049 -0.393 -0.341
H -1.713 -2.762 -0.380
H -0.413 3.684 4.203
H -0.621 6.192 3.800
H -0.179 7.214 1.389
H 0.452 5.620 -0.465
C -3.576 -1.723 -3.422
C -3.714 -3.209 -3.682
O -2.996 -3.589 -4.867
C -1.680 -3.780 -4.717
O -1.086 -3.655 -3.683
C -1.055 -4.225 -6.040
F -1.488 -3.492 -7.081
F -1.352 -5.509 -6.318
F 0.281 -4.129 -6.029
H -3.888 -1.150 -4.297
H -4.186 -1.424 -2.568
H -2.539 -1.454 -3.217
H -4.761 -3.456 -3.859
H -3.385 -3.800 -2.825

The molar mass comes out at 425.5 g mol⁻¹. For the highest occupied orbital energy, the calculation gives -7.886 eV. The charge is 0. For the LUMO energy, the calculation gives 0.0 eV.

Mulliken atomic charge list, values in e, 4 entries: -0.70, -0.45, 1.25, -0.71

=====

Repeat the third record exactly.
ORCA calculation (ωB97M-V/def2-TZVPD) on C21H22ClN4O2V as an isolated structure.

Cartesian coordinates (Å):
V -0.121 -0.201 0.292
Cl -6.313 -2.287 -2.855
C -4.979 -1.580 -2.033
C -4.952 -0.209 -1.804
C -3.873 0.384 -1.161
C -2.836 -0.406 -0.762
O -1.683 0.107 -0.199
C -2.857 -1.781 -0.943
C -1.776 -2.610 -0.452
N -0.685 -2.185 0.093
C 0.295 -3.124 0.593
C 0.298 -4.474 0.418
C 1.309 -5.269 1.002
C 2.284 -4.704 1.769
C 2.310 -3.302 1.952
C 3.284 -2.637 2.731
C 3.270 -1.274 2.823
C 2.287 -0.559 2.143
N 1.339 -1.140 1.419
C 1.331 -2.518 1.333
C -3.942 -2.371 -1.593
H -5.787 0.399 -2.132
H -3.858 1.449 -0.966
H -1.938 -3.681 -0.530
H -0.461 -4.969 -0.174
H 1.299 -6.337 0.835
H 3.048 -5.314 2.235
H 4.033 -3.221 3.257
H 4.004 -0.739 3.408
H 2.269 0.519 2.181
H -3.969 -3.443 -1.760
C 2.104 4.727 -0.344
N 1.628 3.507 0.329
C 2.211 3.249 1.651
C 0.863 2.605 -0.251
O 0.873 1.383 0.214
N 0.091 2.898 -1.298
C -0.665 4.152 -1.403
C -0.182 1.902 -2.332
H 3.181 4.791 -0.201
H 1.645 5.616 0.084
H 1.898 4.682 -1.407
H 2.371 4.202 2.148
H 3.171 2.739 1.557
H 1.531 2.659 2.256
H -0.377 4.852 -0.625
H -1.728 3.935 -1.289
H -0.508 4.613 -2.378
H 0.425 1.021 -2.179
H 0.076 2.319 -3.303
H -1.237 1.624 -2.347

The molar mass comes out at 448.8 g mol⁻¹. For the highest occupied orbital energy (alpha / beta), the calculation gives -14.345 / -14.383 eV. The spin multiplicity is 3. The charge is +2. For the LUMO energy (alpha / beta), the calculation gives -6.9 / -6.8 eV.

Mulliken atomic charge list, values in e, 4 entries: 1.53, -0.15, 0.01, -0.52